Formula: C3H13N2O3Si
Source: the OMol25 dataset
Level of theory: the ωB97M-V functional and the def2-TZVPD basis

The geometry in ORCA input format:
```
! wB97M-V def2-TZVPD RIJCOSX def2/J DEFGRID3
* xyz 1 1
C 0.579 -0.811 -2.262
C -3.093 2.492 -1.497
C 1.314 -1.898 1.961
N -0.160 1.073 0.975
N 1.729 -0.496 2.006
O -0.401 0.115 -1.722
O -1.928 2.201 -0.724
O 1.485 -2.431 0.716
Si -0.818 1.044 -0.548
H 0.997 -1.478 -1.347
H 1.378 -0.337 -2.677
H 0.115 -1.442 -2.879
H -3.883 2.985 -0.926
H -3.389 1.719 -2.101
H -2.787 3.136 -2.316
H 0.241 -1.780 2.244
H 1.863 -2.698 2.621
H -0.575 1.363 1.855
H 2.467 -2.557 0.496
H 1.348 -0.165 2.885
H 0.784 0.466 1.130
H 2.733 -0.504 2.111
*
```

Properties
- E_tot (eV) = -20316.209
- frontier orbital gap (eV) = 10.44
- energy relative to the best compared isomer or geometry (same formula, charge and spin) (kJ/mol) = 164.8

So, what does the natural (NBO) scheme give us? The charges, in e, come out as:
1 C -0.210
2 C -0.241
3 C 0.087
4 N -1.389
5 N -0.838
6 O -0.927
7 O -0.893
8 O -0.721
9 Si 2.430
10 H 0.211
11 H 0.197
12 H 0.201
13 H 0.218
14 H 0.192
15 H 0.199
16 H 0.174
17 H 0.171
18 H 0.442
19 H 0.484
20 H 0.377
21 H 0.454
22 H 0.383



Formula: C27H35BrF5MoO6PS5Sb
Source: the OMol25 dataset
Level of theory: the ωB97M-V functional and the def2-TZVPD basis

The geometry in ORCA input format:
```
! wB97M-V def2-TZVPD RIJCOSX def2/J DEFGRID3
* xyz -2 2
Mo 0.859 -0.572 0.333
S 3.521 -3.802 3.248
Sb 3.592 -1.805 2.128
S 1.502 -0.675 2.734
S 2.437 -2.234 -0.077
C 3.787 6.621 1.722
C 2.618 6.464 0.735
C 1.394 7.150 1.345
C 2.970 7.174 -0.581
C 2.380 4.981 0.476
C 1.184 4.343 0.773
C 1.084 2.984 0.587
Br -0.566 2.072 0.944
C 2.137 2.173 0.127
O 1.953 0.868 0.143
C 3.318 2.833 -0.285
C 3.396 4.201 -0.073
C 4.526 2.142 -0.928
C 4.836 2.823 -2.272
C 4.317 0.657 -1.232
C 5.728 2.270 0.021
H 3.961 7.679 1.935
H 4.707 6.196 1.318
H 3.561 6.109 2.659
H 1.610 8.208 1.505
H 1.142 6.708 2.311
H 0.526 7.077 0.689
H 3.154 8.237 -0.404
H 2.154 7.074 -1.298
H 3.866 6.745 -1.030
H 0.330 4.881 1.157
H 4.320 4.692 -0.349
H 3.989 2.705 -2.949
H 5.707 2.348 -2.727
H 5.047 3.889 -2.166
H 3.424 0.497 -1.837
H 4.229 0.068 -0.322
H 5.177 0.278 -1.788
H 5.999 3.315 0.191
H 6.595 1.755 -0.399
H 5.493 1.818 0.986
O -2.243 -1.576 2.296
C -1.487 -2.140 1.557
O -0.569 -1.555 0.820
H -1.467 -3.236 1.473
F 1.261 -3.310 -6.231
C 1.102 -2.542 -5.138
C 1.526 -1.227 -5.141
F 2.101 -0.721 -6.245
C 1.372 -0.440 -4.020
F 1.820 0.829 -4.059
C 0.789 -0.913 -2.827
O 0.687 -0.149 -1.787
C 0.351 -2.255 -2.882
F -0.246 -2.763 -1.801
C 0.510 -3.051 -3.994
F 0.097 -4.323 -3.988
C -5.993 -0.321 1.503
C -4.993 -0.726 0.435
C -5.020 -2.224 0.177
O -5.328 0.026 -0.737
P -4.427 -0.022 -2.090
S -5.086 -1.392 -3.356
S -2.477 -0.031 -1.669
O -4.896 1.382 -2.741
C -5.093 2.651 -2.111
C -4.142 2.933 -0.957
C -6.552 2.771 -1.688
H -5.712 -0.788 2.448
H -6.998 -0.643 1.219
H -5.993 0.763 1.633
H -3.990 -0.442 0.755
H -6.017 -2.539 -0.137
H -4.729 -2.755 1.086
H -4.319 -2.477 -0.618
H -4.897 3.374 -2.910
H -4.344 2.268 -0.119
H -4.266 3.967 -0.623
H -3.109 2.783 -1.267
H -6.767 2.044 -0.905
H -7.200 2.565 -2.541
H -6.756 3.778 -1.316
*
```

Properties
- E_tot (eV) = -196348.066
- ⟨S²⟩ = 0.76
- frontier orbital gap (alpha / beta) (eV) = 5.16 / 5.34
- energy relative to the best compared isomer or geometry (same formula, charge and spin) (kJ/mol) = 143.4

So, what does the Mulliken scheme give us? The charges, in e, come out as:
1 Mo 1.772
2 S -0.699
3 Sb 0.140
4 S -0.519
5 S -0.525
6 C -1.606
7 C 1.952
8 C -2.195
9 C -1.639
10 C 0.018
11 C -0.153
12 C 0.116
13 Br -0.101
14 C 0.635
15 O 0.331
16 C -0.660
17 C -0.633
18 C 2.511
19 C -1.791
20 C -2.018
21 C -1.791
22 H 0.465
23 H 0.310
24 H 0.352
25 H 0.435
26 H 0.399
27 H 0.398
28 H 0.458
29 H 0.358
30 H 0.319
31 H 0.527
32 H 0.166
33 H 0.359
34 H 0.493
35 H 0.291
36 H 0.299
37 H -0.031
38 H 0.551
39 H 0.304
40 H 0.466
41 H 0.352
42 O -0.504
43 C -0.004
44 O -0.406
45 H 0.368
46 F -0.340
47 C 0.631
48 C 0.127
49 F -0.333
50 C 0.167
51 F -0.375
52 C 0.332
53 O -0.336
54 C -0.016
55 F -0.181
56 C -0.116
57 F -0.326
58 C -1.582
59 C 1.018
60 C -1.445
61 O -0.268
62 P 0.070
63 S -0.586
64 S -0.321
65 O -0.404
66 C 0.536
67 C -1.126
68 C -1.231
69 H 0.409
70 H 0.354
71 H 0.333
72 H -0.003
73 H 0.342
74 H 0.408
75 H 0.305
76 H 0.359
77 H 0.121
78 H 0.493
79 H 0.237
80 H 0.129
81 H 0.319
82 H 0.430



Formula: C33H39BrEuN7O3Si
Source: the OMol25 dataset
Level of theory: the ωB97M-V functional and the def2-TZVPD basis

The geometry in ORCA input format:
```
! wB97M-V def2-TZVPD RIJCOSX def2/J DEFGRID3
* xyz -1 8
Eu 0.340 0.404 -0.160
C 2.445 1.046 -3.119
O 1.820 1.731 -2.035
C 2.077 3.134 -2.083
C 1.947 3.668 -0.691
O 0.699 3.326 -0.131
C -0.287 4.319 -0.277
H 3.535 1.081 -3.019
H 2.128 1.489 -4.076
H 2.075 0.017 -3.122
H 1.394 3.595 -2.798
H 3.113 3.321 -2.423
H 2.104 4.743 -0.680
H 2.718 3.194 -0.087
H 0.024 5.257 0.228
H -1.188 3.957 0.187
H -0.491 4.552 -1.324
Br -2.135 1.918 -1.822
C -3.332 2.353 -0.418
C -4.573 2.803 -0.763
C -5.510 3.149 0.258
C -5.129 3.074 1.571
C -3.858 2.597 1.923
C -3.457 2.581 3.264
C -2.235 2.069 3.619
C -1.356 1.605 2.606
C -1.651 1.604 1.244
C -2.923 2.178 0.933
H -4.863 2.850 -1.810
H -6.496 3.484 -0.037
H -5.828 3.348 2.358
H -4.138 2.968 4.012
H -1.957 2.066 4.666
H -0.416 1.166 2.974
C 1.160 -2.895 -3.391
Si -0.082 -1.567 -2.798
C -0.709 -0.794 -4.421
C -1.622 -2.741 -2.349
C -1.623 -4.155 -2.374
C -2.680 -4.900 -1.834
C -3.813 -4.301 -1.326
C -3.880 -2.904 -1.329
C -2.797 -2.163 -1.816
H 0.698 -3.608 -4.080
H 1.573 -3.457 -2.538
H 2.016 -2.472 -3.935
H -1.101 -1.488 -5.182
H 0.065 -0.154 -4.879
H -1.513 -0.108 -4.148
H -0.753 -4.690 -2.764
H -2.600 -5.974 -1.824
H -4.615 -4.900 -0.910
H -4.753 -2.398 -0.947
H -2.873 -1.069 -1.775
N 2.465 2.271 3.526
C 2.804 1.744 2.322
O 1.962 1.064 1.681
C 4.142 1.949 1.892
C 4.489 1.527 0.586
N 4.728 1.229 -0.493
C 5.008 2.743 2.661
N 5.704 3.400 3.303
H 1.494 2.366 3.772
H 3.108 2.922 3.941
N -1.703 -3.781 1.500
C -2.369 -3.038 2.440
C -1.782 -1.813 2.440
N -0.768 -1.783 1.500
C -0.753 -2.964 0.943
H -1.967 -4.705 1.184
H -3.209 -3.390 3.024
H -2.027 -0.933 2.991
H -0.095 -3.268 0.151
C 4.354 -2.953 2.818
N 3.697 -2.541 1.583
C 4.271 -2.474 0.340
C 3.289 -1.950 -0.470
N 2.137 -1.730 0.238
C 2.419 -2.083 1.484
H 5.163 -3.596 2.536
H 3.677 -3.510 3.451
H 4.724 -2.112 3.367
H 5.271 -2.773 0.149
H 3.322 -1.764 -1.526
H 1.751 -1.960 2.317
*
```

Properties
- E_tot (eV) = -148678.335
- ⟨S²⟩ = 15.76
- frontier orbital gap (alpha / beta) (eV) = 5.96 / 6.04
- energy relative to the best compared isomer or geometry (same formula, charge and spin) (kJ/mol) = 0.0

So, what does the Mulliken scheme give us? The charges, in e, come out as:
1 Eu 0.810
2 C -0.563
3 O 0.295
4 C -0.768
5 C -0.388
6 O 0.109
7 C -0.808
8 H 0.373
9 H 0.332
10 H -0.491
11 H 0.367
12 H 0.435
13 H 0.482
14 H -0.226
15 H 0.283
16 H 0.142
17 H 0.294
18 Br -0.096
19 C 0.473
20 C -0.728
21 C -0.599
22 C -0.820
23 C 1.042
24 C -1.037
25 C -1.008
26 C -0.607
27 C -0.023
28 C 0.250
29 H 0.414
30 H 0.380
31 H 0.329
32 H 0.305
33 H 0.412
34 H 0.740
35 C -1.604
36 Si 0.562
37 C -1.321
38 C 0.271
39 C -0.008
40 C -0.717
41 C -0.521
42 C -0.638
43 C -0.209
44 H 0.466
45 H 0.331
46 H 0.407
47 H 0.393
48 H 0.286
49 H 0.237
50 H 0.191
51 H 0.378
52 H 0.384
53 H 0.413
54 H 0.200
55 N -0.458
56 C 0.655
57 O 0.256
58 C 0.209
59 C 0.118
60 N -0.653
61 C -0.359
62 N -0.641
63 H 0.209
64 H 0.194
65 N 0.081
66 C -0.703
67 C -0.568
68 N 0.524
69 C -0.912
70 H 0.297
71 H 0.371
72 H 0.321
73 H 0.525
74 C -0.959
75 N 0.204
76 C -0.544
77 C -0.646
78 N 0.437
79 C -0.850
80 H 0.340
81 H 0.351
82 H 0.299
83 H 0.455
84 H 0.321
85 H 0.523



Formula: C5H5NO
Source: the OMol25 dataset
Level of theory: the ωB97M-V functional and the def2-TZVPD basis

The geometry in ORCA input format:
```
! wB97M-V def2-TZVPD RIJCOSX def2/J DEFGRID3
* xyz 0 1
O 2.289 -2.213 0.340
C 1.524 -1.447 -0.001
C -1.211 -0.613 -0.249
C -1.723 -1.667 -0.525
C 0.673 1.104 -0.324
C -0.722 0.720 0.127
N 1.563 1.667 0.380
H -2.209 -2.586 -0.765
H 0.894 0.928 -1.381
H -0.806 0.842 1.214
H -1.390 1.455 -0.340
H 1.254 1.753 1.353
*
```

Properties
- E_tot (eV) = -8800.567
- frontier orbital gap (eV) = 10.81
- energy relative to the best compared isomer or geometry (same formula, charge and spin) (kJ/mol) = 275.2

So, what does the natural (NBO) scheme give us? The charges, in e, come out as:
1 O -0.503
2 C 0.517
3 C 0.013
4 C -0.249
5 C 0.165
6 C -0.568
7 N -0.605
8 H 0.242
9 H 0.175
10 H 0.236
11 H 0.256
12 H 0.322



- E_tot of number 1 (C3H13N2O3Si)?
  -20316.209 eV